The following is a quantum chemistry calculation of a molecular structure, C25H47BBr2CaF10MgN4O22P3S, from the Open Molecules 2025 dataset.

Spin multiplicity: 1
E_HOMO (eV): -0.787
Lowest unoccupied orbital energy (eV): 0.24
Charge: -3

Geometry as XYZ:
```
117
Properties=species:S:1:pos:R:3:forces:R:3
C -3.10009 -3.28624 3.67575 0.58 0.21 -0.06
N -1.69510 -2.96507 3.28822 -0.14 0.39 -0.83
C -1.25980 -1.61652 3.66288 -0.19 0.09 1.51
C 0.12004 -1.63243 4.40734 -0.80 -0.33 -0.83
C 1.24437 -1.82764 3.34501 -0.11 0.24 0.33
C 2.32211 -2.92837 3.50784 0.97 0.82 -1.83
C 2.27464 -3.89242 2.29325 0.02 -0.03 1.08
F 3.31826 -4.73990 2.39300 -0.14 -0.50 0.17
F 2.46129 -3.23415 1.12783 -0.27 0.53 0.08
C 0.94439 -4.65290 2.16666 0.34 -0.62 -1.47
F 0.66264 -5.37305 3.25399 -0.12 0.16 0.27
F 1.10286 -5.55755 1.13432 0.05 0.05 0.06
O 2.30678 -3.78081 4.66372 -0.66 0.67 1.38
S 1.82936 -3.08879 6.02073 -0.86 0.88 1.32
O 1.79379 -4.06862 7.05752 0.20 -0.71 -0.55
O 2.60832 -1.87484 6.37042 -1.26 -1.32 -1.55
C 0.07574 -2.61088 5.63114 1.04 0.23 -1.30
H -3.07414 -3.83204 4.63174 -0.24 0.27 -0.21
H -3.74353 -2.38566 3.73610 0.71 -0.89 0.00
H -3.51596 -3.95017 2.90495 0.02 0.18 0.33
H -1.69306 -2.96537 2.27266 -0.02 -0.17 0.12
H -1.98599 -1.18985 4.38175 0.15 -0.12 -0.32
H -1.22990 -0.91887 2.80907 0.19 -0.22 0.30
H 0.20688 -0.55884 4.81829 -0.99 -1.35 -1.67
H 1.77578 -0.86253 3.22633 -0.01 -0.41 0.20
H 0.74909 -1.97428 2.37344 0.18 -0.05 0.35
H 3.32262 -2.45279 3.44736 -0.37 -0.13 0.20
H 0.11563 -4.01442 1.84738 0.12 0.00 0.60
H -0.49493 -3.53051 5.42228 0.46 0.18 -0.14
H -0.39128 -2.10962 6.50322 0.56 -0.15 -0.02
Mg 1.21446 -0.20885 6.11845 1.66 1.88 2.24
O 2.15467 0.08613 -2.51234 -2.50 -0.68 -2.28
P 2.86351 -0.79876 -3.52136 5.53 0.25 3.41
N 3.47676 -1.96708 -2.41491 0.68 -0.50 0.00
C 4.41325 -1.61008 -1.35165 -0.05 0.44 0.11
C 2.43626 -2.84012 -1.88244 -0.33 -0.07 -0.55
N 4.00455 0.38753 -4.04932 -0.19 1.03 -0.20
C 5.41619 0.29513 -3.90552 -1.15 -0.82 -1.30
C 3.58685 1.78688 -3.94923 -0.26 0.17 0.34
N 3.42356 -1.81723 -4.89406 -2.55 -0.21 -0.98
C 2.32511 -2.09426 -5.83263 0.09 0.37 -0.25
C 4.25432 -3.00536 -4.77907 -0.03 -0.45 0.64
H 4.79980 -2.51742 -0.88302 -0.20 -0.04 0.01
H 3.96263 -0.98340 -0.57595 0.07 -0.01 0.06
H 5.29285 -1.10229 -1.74356 -0.09 0.09 -0.03
H 1.90096 -3.33349 -2.70543 -0.07 0.08 -0.01
H 1.70396 -2.28694 -1.28561 0.00 -0.04 0.06
H 2.86198 -3.63128 -1.26614 0.16 0.10 -0.04
H 5.74131 0.60012 -2.90509 -2.26 -0.77 0.37
H 5.93281 0.95670 -4.63870 -0.16 0.05 0.00
H 5.80475 -0.70822 -4.10805 0.06 -0.09 0.22
H 3.70320 2.17904 -2.93222 -0.03 0.06 -0.01
H 2.54346 1.90370 -4.23408 0.01 -0.08 0.13
H 4.16853 2.41290 -4.63191 0.19 -0.22 0.00
H 1.61181 -2.81505 -5.41679 -0.01 -0.09 -0.15
H 2.70261 -2.48284 -6.78202 0.07 -0.02 0.06
H 1.77898 -1.17156 -6.05632 0.00 -0.01 0.07
H 3.70942 -3.86706 -4.37628 0.10 -0.08 0.01
H 5.13671 -2.84362 -4.16495 -0.18 0.11 0.16
H 4.62699 -3.28032 -5.77271 -0.30 0.21 -0.15
B -7.20928 0.76882 3.17052 -0.18 0.73 0.09
O -8.68171 0.85884 3.15242 0.43 0.13 0.05
C -9.02355 2.12088 3.41481 -1.12 -0.60 -0.19
O -10.15055 2.52309 3.47269 0.07 0.01 0.03
C -7.77005 2.93225 3.62072 1.14 0.96 0.21
O -7.72289 4.09687 3.87162 -0.11 -0.41 0.05
O -6.70798 2.11930 3.47378 -0.62 -0.48 -0.09
O -6.75359 -0.21966 4.18430 0.23 -0.20 -0.63
C -6.06748 -1.15658 3.55895 -0.22 -0.27 1.51
O -5.56251 -2.11830 4.08605 -0.72 0.32 -0.12
C -6.02462 -0.83784 2.08516 -0.01 0.38 -1.50
O -5.47727 -1.49652 1.23898 0.09 -0.13 0.22
O -6.69147 0.28174 1.86665 0.16 -0.47 0.56
F -9.08662 7.27273 3.99551 -0.94 0.27 -0.98
P -7.66495 8.04378 3.73231 0.04 -0.62 -0.18
F -7.79973 8.06230 5.36684 1.14 -0.04 0.66
F -7.48738 9.69483 3.83779 -0.15 -0.23 -0.32
F -7.21934 6.73275 2.87992 -0.93 -0.77 -0.19
F -6.04458 7.98024 3.98810 0.65 1.38 0.26
F -8.34893 8.58265 2.34038 0.04 -0.64 -1.06
Ca 7.42023 1.20730 -2.94978 3.43 1.20 0.33
C -6.96252 11.45994 6.33733 0.20 0.65 0.29
O -7.40443 10.44121 5.83184 0.08 0.73 1.65
O -7.56647 12.56047 6.36109 -0.38 0.01 -0.27
O -5.84404 11.54558 6.89396 0.24 -0.40 0.05
C 4.51261 -5.49815 -10.98873 -0.03 -0.11 0.06
O 5.35630 -5.98243 -9.95819 0.00 0.20 -0.16
C 6.72140 -5.64469 -10.16009 -0.04 -0.23 0.36
C 7.13967 -4.46625 -9.30252 0.15 0.22 -0.34
O 6.47904 -3.27341 -9.70024 -0.18 -0.17 0.07
C 5.39309 -2.93807 -8.85108 0.05 0.11 0.01
H 3.48198 -5.57835 -10.64465 0.04 -0.06 0.04
H 4.72152 -4.45277 -11.22695 0.03 -0.01 -0.01
H 4.63100 -6.11186 -11.88873 -0.02 0.08 -0.07
H 6.92068 -5.44444 -11.21782 -0.02 0.08 0.02
H 7.31362 -6.51793 -9.86824 0.03 0.02 -0.01
H 8.21277 -4.29728 -9.43761 0.01 -0.05 0.03
H 6.96265 -4.67436 -8.24314 -0.05 -0.05 -0.02
H 5.76957 -2.53628 -7.90481 -0.09 -0.01 0.05
H 4.74968 -3.79952 -8.65389 0.03 -0.02 0.01
H 4.80120 -2.16936 -9.34676 0.09 0.03 -0.03
Br -9.88681 11.35361 1.82523 0.06 0.09 0.06
C -9.33889 12.88777 2.88295 -0.29 -0.22 -0.15
C -8.55671 13.87903 2.06167 0.24 0.12 0.18
Br -6.73237 13.27358 1.75365 -0.06 0.02 -0.08
H -8.77977 12.50035 3.73112 0.06 0.02 -0.07
H -10.26606 13.33672 3.23706 0.07 0.09 0.00
H -8.45581 14.82330 2.59571 -0.03 -0.04 0.03
H -8.99713 14.06206 1.08567 -0.04 -0.08 0.04
O -0.36380 -6.22947 5.76187 0.11 -0.09 0.17
H -0.22387 -7.04226 5.26612 -0.05 0.10 -0.07
H 0.52821 -5.92043 5.96586 -0.05 0.07 0.09
O 6.50391 -2.08256 2.40732 -0.11 -0.32 0.42
P 6.22952 -0.87331 3.30087 -0.33 -0.06 -0.13
O 4.73491 -0.82313 3.62025 -0.23 -0.10 -0.46
O 6.66664 0.38791 2.56174 -0.04 0.34 0.42
O 7.01993 -0.97247 4.60310 0.47 -0.02 -0.37
```
Forces are in eV/Å.

The following is a quantum chemistry calculation of a molecular structure, C25H47Br2CdNO3Si2, from the Open Molecules 2025 dataset.

Spin multiplicity: 1
E_HOMO (eV): -6.216
Lowest unoccupied orbital energy (eV): -0.14

Geometry as XYZ:
```
81
Properties=species:S:1:pos:R:3:forces:R:3
O -0.43995 -1.11998 -3.87537 -0.48 -0.49 -0.65
O 0.71847 0.73999 -5.05325 0.20 0.34 -0.13
C 0.26521 -2.43700 -4.18630 -0.56 0.79 0.11
C -0.52614 -3.54104 -3.54633 -0.10 -0.25 0.23
H 1.26166 -2.32022 -3.75570 -0.22 0.13 -0.03
H 0.31579 -2.50764 -5.27773 0.09 -0.03 0.22
H -0.63413 -3.37479 -2.46701 0.01 0.05 -0.27
H -0.01414 -4.49932 -3.67903 0.03 0.19 -0.07
H -1.51629 -3.63976 -4.00215 0.13 -0.03 0.11
C -1.85321 -0.95823 -4.45903 0.95 -0.15 0.70
C -1.85547 -1.14961 -5.94899 0.02 -0.06 -0.35
H -2.13053 0.05110 -4.14061 0.10 -0.21 0.00
H -2.45776 -1.68777 -3.91395 0.13 0.27 -0.07
H -1.10898 -0.50500 -6.43265 -0.17 -0.23 0.13
H -2.83705 -0.87008 -6.35146 0.14 -0.08 0.17
H -1.67573 -2.19854 -6.21759 -0.04 0.28 -0.01
C 0.26472 2.10965 -4.88685 0.28 -0.31 0.21
C 2.03316 0.55755 -5.63813 -0.28 0.08 0.41
C -0.70213 2.50733 -5.97117 -0.16 0.17 -0.26
H 1.14409 2.76829 -4.87751 -0.17 -0.17 0.10
H -0.21189 2.14107 -3.89869 0.15 0.08 -0.16
H -0.23434 2.48663 -6.96226 -0.13 -0.06 0.21
H -1.03662 3.53230 -5.78608 -0.03 -0.10 -0.02
H -1.58485 1.85818 -5.97738 0.14 0.12 -0.02
C 2.01887 0.73668 -7.13786 0.12 0.03 -0.20
H 2.32866 -0.45893 -5.35370 -0.01 0.22 -0.05
H 2.72114 1.26767 -5.15691 -0.10 -0.27 -0.04
H 1.20816 0.16753 -7.60835 0.14 0.10 0.13
H 2.96782 0.36804 -7.53710 -0.08 0.07 -0.03
H 1.92940 1.79156 -7.41897 -0.04 -0.20 0.02
H 0.13008 -0.30796 -4.21614 -0.07 -0.29 -0.06
Cd 0.08792 -0.10114 -0.25736 0.02 -0.58 0.14
C 1.71400 0.01136 -1.72079 0.35 0.29 -0.23
Si 3.46011 0.45092 -1.21793 -0.72 -0.24 -0.10
H 1.74552 -1.00464 -2.15089 -0.15 0.15 0.15
H 1.36745 0.69689 -2.51179 0.22 -0.14 0.04
C 4.64207 -0.63052 -2.21553 0.32 -0.04 -0.02
C 3.84427 0.22883 0.60445 0.16 -0.14 0.15
C 3.75736 2.25269 -1.65243 0.22 0.27 -0.06
C -1.89400 -1.06276 -0.47445 -0.38 -0.01 -0.01
Si -3.42438 -0.00713 -0.55326 0.73 -0.74 0.19
H -1.88457 -1.76068 0.37879 -0.15 0.16 -0.20
H -1.81469 -1.68140 -1.38573 -0.06 0.12 0.15
C -4.68691 -0.74888 -1.75206 -0.32 -0.02 -0.06
C -2.99576 1.70862 -1.20533 -0.12 0.41 -0.17
C -4.26703 0.20196 1.11351 -0.13 0.03 0.13
H 3.17013 2.55117 -2.53110 0.13 -0.01 0.11
H 4.81982 2.42233 -1.87543 -0.19 0.10 0.06
H 3.47598 2.90399 -0.81346 0.05 -0.09 -0.22
H 4.40860 -1.69624 -2.08666 0.02 0.18 0.03
H 5.68335 -0.47845 -1.89634 -0.16 -0.07 -0.11
H 4.58680 -0.40589 -3.28954 -0.02 -0.01 0.13
H 3.27172 -0.60259 1.04460 0.16 0.22 -0.14
H 3.60340 1.14596 1.16248 0.02 -0.25 -0.08
H 4.92022 0.02275 0.73459 -0.32 0.09 0.07
H -3.38590 1.83575 -2.22652 0.08 0.13 0.17
H -1.91034 1.88635 -1.22823 -0.26 -0.06 0.04
H -3.45532 2.47760 -0.56754 0.11 -0.04 -0.25
H -5.17106 0.82156 1.00720 0.21 -0.11 0.06
H -3.60199 0.69547 1.83697 -0.13 -0.13 -0.14
H -4.57563 -0.76557 1.53599 0.12 0.23 -0.09
H -5.68347 -0.31394 -1.58834 0.15 -0.07 -0.14
H -4.77484 -1.83635 -1.61798 0.04 0.24 0.01
H -4.41233 -0.55841 -2.79952 -0.05 -0.03 0.14
Br 1.49536 -3.77216 3.31766 0.01 0.03 0.14
C 1.02862 -1.99042 3.70263 -0.52 1.51 -0.69
C 0.95194 -1.50769 5.00084 -0.12 0.64 0.28
C 0.62968 -0.17790 5.26721 0.04 -0.34 -0.33
Br 0.60474 0.40062 7.08703 -0.01 -0.06 -0.15
C 0.31406 0.74255 4.22523 0.09 -0.63 0.05
C -0.03575 2.09629 4.41584 -0.07 0.13 -0.30
C -0.35893 2.88342 3.33194 0.02 -0.10 0.06
C -0.33540 2.33120 2.04055 0.42 -1.29 0.06
N 0.02039 1.05513 1.82887 -0.19 1.00 0.19
C 0.34226 0.26023 2.87852 0.17 -0.18 0.52
C 0.75981 -1.12014 2.59238 0.47 -0.99 -0.42
O 0.91242 -1.53460 1.39690 -0.29 0.52 0.27
H 1.15762 -2.18340 5.82088 0.02 0.08 0.06
H -0.04250 2.48744 5.42632 -0.05 0.07 -0.11
H -0.63224 3.92688 3.44449 0.03 -0.11 0.10
H -0.59549 2.91770 1.15915 0.05 -0.12 0.21
```
Forces are in eV/Å.